Entry 1:
Here is a single C4H5NO2 molecule from the OMol25 dataset. Energies are from wB97M-V/def2-TZVPD.

The energy above the lowest of the compared OMol25 structures with the same formula, charge and spin is 227.53 kJ/mol. As for the SMILES: O=CC(=O)N1CC1. As for the charge: 0. The total energy is -9811.9566 eV. For the HOMO-LUMO gap, the calculation gives 10.0 eV. Its LUMO energy is 0.0 eV.

Each line ends with the natural charge from an NBO analysis.
Positions of all 12 atoms, in Å:
O (1.591129, 1.536365, 1.026333)  -0.476
C (1.903304, 0.472518, 0.552482)  0.357
C (0.921985, -0.473190, -0.154305)  0.584
O (1.201292, -1.012104, -1.198509)  -0.543
N (-0.279765, -0.506226, 0.532765)  -0.445
C (-1.508406, -0.771393, -0.173019)  -0.246
C (-1.003567, 0.622156, -0.103295)  -0.235
H (2.937603, 0.095290, 0.553458)  0.131
H (-2.321396, -1.037492, 0.491884)  0.218
H (-1.462867, -1.297906, -1.122761)  0.221
H (-0.616236, 1.011032, -1.049881)  0.209
H (-1.312452, 1.369228, 0.608395)  0.224

Forces on the atoms, in the same order (eV/Å):
O 0.13 -0.70 -0.35
C 0.17 0.32 0.15
C 0.16 -0.35 -0.41
O 0.17 -0.07 0.46
N 0.22 0.42 -0.11
C -0.28 -0.11 -0.13
C -0.43 0.47 0.07
H 0.16 0.11 -0.02
H 0.10 -0.13 -0.08
H 0.02 0.15 0.08
H 0.10 -0.11 0.41
H -0.53 0.01 -0.07



Entry 2:
Here is a molecular structure, C38H40AsN4O5RuS2Se2 at a distorted geometry from the OMol25 dataset. Energies are from wB97M-V/def2-TZVPD.

The energy above the lowest of the compared OMol25 structures with the same formula, charge and spin is 0.00 kJ/mol. As for the multiplicity: 6. Its expectation value of S² is 8.776. As for the charge: 0. The total energy is -272031.0860 eV. For the HOMO-LUMO gap (alpha / beta), the calculation gives 4.4 / 6.5 eV. Its LUMO energy (alpha / beta) is -0.3 / -0.5 eV.

Each line ends with the Mulliken spin population.
Positions of all 93 atoms, in Å:
Ru (10.870439, 12.072969, 14.716316)  3.139
O (12.050983, 12.357689, 20.690884)  0.001
C (12.601284, 12.976498, 19.541520)  0.002
C (11.405314, 13.451565, 18.676510)  -0.031
C (10.473788, 14.224191, 19.630612)  -0.003
O (9.348273, 14.849214, 18.993130)  0.003
C (10.803312, 12.188078, 18.032794)  0.046
Se (9.524463, 12.539901, 16.606868)  0.583
C (11.999010, 14.332015, 17.606802)  0.040
Se (10.908126, 14.462699, 15.885358)  0.665
H (12.742711, 11.880065, 21.192240)  0.000
H (13.258963, 12.326836, 18.922945)  0.001
H (13.196893, 13.867734, 19.811406)  0.000
H (11.092162, 14.883639, 20.264351)  0.001
H (10.054549, 13.451057, 20.276066)  0.000
H (9.551359, 15.774974, 18.730468)  0.002
H (10.268355, 11.644243, 18.804764)  -0.010
H (11.573832, 11.543545, 17.577171)  -0.019
H (12.932712, 13.883055, 17.263385)  0.002
H (12.141982, 15.384704, 17.954240)  -0.015
C (9.424243, 18.334833, 13.907034)  -0.006
O (8.113467, 17.851628, 13.496285)  0.000
C (7.883476, 16.528371, 13.864781)  0.008
C (6.875879, 16.256656, 14.796392)  0.013
C (6.669509, 14.915125, 15.098705)  -0.010
C (7.426191, 13.889235, 14.547955)  0.011
C (6.821659, 12.576507, 14.640142)  0.023
C (5.781942, 12.368028, 15.728966)  -0.004
O (7.077768, 11.676979, 13.838291)  0.018
C (8.618072, 14.174605, 13.655073)  -0.027
O (9.493319, 13.337428, 13.264876)  0.172
C (8.730804, 15.560039, 13.332296)  0.030
H (9.316957, 19.391668, 14.179229)  0.001
H (10.119277, 18.206457, 13.053144)  0.000
H (9.904508, 17.731420, 14.746095)  0.016
H (6.247427, 17.105667, 15.096201)  0.000
H (5.897744, 14.687573, 15.854451)  0.000
H (5.968019, 12.961242, 16.650411)  0.006
H (5.777687, 11.290725, 15.958312)  -0.001
H (4.795569, 12.620874, 15.335310)  0.001
H (9.456895, 15.899050, 12.593274)  0.005
N (13.703714, 13.851415, 13.192861)  0.027
C (13.752258, 12.541444, 13.585082)  0.089
N (12.609962, 11.806961, 13.746747)  0.015
C (12.962782, 10.454744, 13.941254)  -0.042
C (14.323231, 10.253443, 13.951227)  0.001
S (15.237087, 11.714288, 13.846188)  0.013
C (11.908234, 9.533157, 14.179360)  -0.014
C (12.011373, 8.203264, 14.500313)  0.005
S (10.571778, 7.580101, 15.214435)  0.015
C (9.730923, 9.055542, 14.687142)  0.091
N (10.565403, 10.082589, 14.265570)  0.089
N (8.382818, 9.145323, 14.727859)  0.052
H (12.840308, 14.329057, 13.169342)  -0.007
H (14.524874, 14.472847, 13.319489)  0.004
H (14.834395, 9.287695, 13.970539)  0.002
H (12.932959, 7.640737, 14.452379)  0.002
H (7.874303, 8.465950, 15.270678)  0.001
H (7.870315, 10.033010, 14.519216)  -0.014
C (12.791540, 15.205343, 9.251549)  0.001
C (13.420381, 13.992650, 9.438989)  0.001
C (12.675773, 12.865897, 9.877809)  0.001
C (11.302192, 13.010363, 10.113378)  0.001
C (10.704314, 14.260115, 10.044796)  -0.001
C (11.464068, 15.394761, 9.648687)  -0.001
As (10.270603, 11.529457, 10.911088)  0.001
C (10.763380, 9.902533, 9.932431)  -0.003
C (9.717947, 9.119321, 9.401229)  0.001
C (9.933608, 7.750313, 9.118594)  0.000
C (11.183358, 7.197800, 9.360828)  0.000
C (12.212358, 7.990398, 9.858274)  0.000
C (12.009095, 9.320033, 10.147386)  0.003
C (8.589408, 11.915935, 9.943929)  0.006
C (8.598028, 12.250412, 8.562554)  -0.001
C (7.449876, 12.589185, 7.882771)  0.000
C (6.239880, 12.535731, 8.581414)  0.000
C (6.215865, 12.243111, 9.953956)  0.001
C (7.386077, 11.988998, 10.633756)  -0.002
H (13.281506, 16.041886, 8.724315)  0.000
H (14.509639, 13.885197, 9.338815)  0.000
H (13.187268, 11.890968, 9.954637)  -0.002
H (9.636745, 14.395950, 10.303114)  0.000
H (11.013163, 16.381949, 9.547759)  0.000
H (8.768895, 9.582501, 9.129909)  0.000
H (9.087240, 7.121724, 8.819790)  0.000
H (11.356449, 6.116092, 9.252719)  0.000
H (13.210135, 7.556708, 9.950128)  0.000
H (12.823678, 9.849091, 10.628285)  0.001
H (9.552152, 12.372503, 8.056711)  0.000
H (7.466966, 12.811912, 6.811026)  0.000
H (5.329176, 12.685305, 8.023169)  0.000
H (5.249102, 12.340176, 10.466083)  0.000
H (7.313583, 11.813245, 11.714134)  -0.001

Forces on the atoms, in the same order (eV/Å):
Ru -2.30 2.15 -1.68
O 0.93 -0.82 0.47
C -0.10 0.54 -0.37
C 0.56 -0.20 -0.20
C -0.61 -0.74 -0.43
O 0.80 0.84 0.23
C -0.10 0.03 0.43
Se -3.00 -1.57 2.73
C -0.19 0.85 -1.16
Se 2.09 3.04 0.48
H -0.53 0.48 -0.50
H -0.40 0.05 0.46
H -0.09 -0.22 0.10
H -0.37 0.12 -0.33
H -0.15 0.32 0.20
H -0.01 -1.08 0.18
H 0.06 -0.29 0.01
H -0.10 0.31 0.46
H 0.18 0.33 0.10
H 0.10 -0.89 -0.28
C 0.43 -0.96 -0.16
O 0.50 -0.15 0.97
C 0.74 0.01 -0.19
C 0.02 0.14 -0.67
C -0.35 1.37 0.72
C 1.32 -0.25 -1.37
C 0.39 0.28 0.16
C 0.11 -0.64 0.45
O 0.01 -0.52 0.52
C -1.85 1.34 1.32
O 0.38 -0.96 0.32
C -0.47 -0.05 -0.08
H 0.06 -0.33 -0.09
H -0.28 0.37 0.33
H -1.03 0.71 -0.78
H 0.28 -0.65 0.25
H 0.40 0.14 -0.82
H -0.05 -0.61 -0.66
H -0.06 0.39 0.04
H -0.01 0.03 0.03
H 0.09 -0.28 0.26
N 2.14 -0.62 0.68
C -2.10 1.07 -0.10
N 4.34 0.02 -1.03
C 2.60 1.48 -0.82
C -0.76 -1.24 0.17
S -0.63 -0.22 -0.51
C -2.62 -1.95 0.51
C 0.67 1.46 0.00
S -0.57 0.73 -1.06
C 0.78 1.90 -0.24
N 0.02 -5.00 0.44
N 0.33 0.66 0.09
H -1.23 0.25 0.08
H -0.93 -1.00 -0.17
H -0.20 0.49 0.27
H -0.15 -0.07 0.26
H 0.08 -0.03 -0.15
H 0.69 -0.51 -0.05
C -0.31 1.12 -0.23
C 0.09 -1.45 0.59
C 0.41 0.92 -0.51
C 0.49 -0.80 0.32
C 0.06 1.60 0.04
C -0.38 -1.36 -0.35
As -0.57 0.36 -0.28
C -0.75 -0.07 -0.04
C 0.78 -0.53 -0.55
C -0.34 0.68 0.52
C -0.06 -0.63 0.21
C 0.46 -0.57 -0.64
C -0.08 -0.06 0.27
C 0.18 0.61 -0.69
C 0.81 0.24 0.87
C -0.64 -0.50 0.16
C 0.25 -0.30 0.19
C -1.05 0.92 -1.22
C 0.18 -0.59 0.80
H 0.07 -0.45 0.70
H -0.56 0.08 -0.40
H -0.39 0.62 0.09
H 0.74 -0.18 -0.14
H -0.03 -0.32 0.05
H 0.17 -0.21 0.38
H 0.42 0.28 -0.12
H -0.13 0.60 -0.18
H -0.28 0.08 0.24
H -0.07 0.24 -0.05
H -0.01 -0.36 0.01
H 0.05 0.03 0.45
H -0.25 0.21 0.14
H 0.53 -0.31 -0.05
H 0.36 0.06 -0.43



Entry 3:
Here is a single C2HCl2NO molecule at a distorted geometry from the OMol25 dataset. Energies are from wB97M-V/def2-TZVPD.

The energy above the lowest of the compared OMol25 structures with the same formula, charge and spin is 78.28 kJ/mol. As for the SMILES: N#CC(O)(Cl)Cl. As for the charge: 0. The total energy is -30671.1854 eV. For the HOMO-LUMO gap, the calculation gives 11.7 eV. Its LUMO energy is 0.1 eV.

Each line ends with the natural charge from an NBO analysis.
Positions of all 7 atoms, in Å:
N (-1.891360, -0.031052, 1.662011)  -0.239
C (-0.982991, 0.085454, 0.972729)  0.209
C (0.061757, 0.046747, -0.132671)  0.179
O (1.398437, 0.041700, 0.217565)  -0.679
Cl (-0.327120, -1.394001, -1.054605)  0.042
Cl (-0.324543, 1.566565, -1.128412)  -0.034
H (2.065823, -0.315415, -0.536616)  0.524

Forces on the atoms, in the same order (eV/Å):
N 0.08 0.21 0.16
C 1.59 -0.27 -0.70
C 0.15 0.78 -0.26
O 1.01 -0.78 -1.25
Cl -0.14 -0.37 -0.53
Cl 0.23 -0.76 0.33
H -2.92 1.19 2.25



Entry 4:
Here is a molecular structure, C16H38NO2PS2Sb at a distorted geometry from the OMol25 dataset. Energies are from wB97M-V/def2-TZVPD.

As for the charge: -1. The total energy is -60287.8270 eV. For the HOMO-LUMO gap, the calculation gives 6.0 eV. Its LUMO energy is 1.8 eV.

Each line ends with the natural charge from an NBO analysis.
Positions of all 61 atoms, in Å:
C (-4.222459, 1.843442, -2.569326)  -0.615
C (-3.303729, 3.001588, -2.980166)  -0.396
C (-2.062509, 3.109565, -2.096997)  -0.409
C (-1.232900, 1.810761, -2.075453)  -0.229
N (0.194973, 2.082363, -2.273203)  -0.520
C (1.124451, 1.228876, -1.479869)  -0.213
C (2.138054, 2.041836, -0.658770)  -0.402
C (1.834225, 1.908875, 0.828936)  -0.420
C (2.194736, 0.520267, 1.383946)  -0.798
Sb (0.677145, -0.314587, 2.733713)  1.440
C (1.490549, 0.665229, 4.505789)  -1.039
O (1.851562, -1.958655, 3.148370)  -0.898
C (1.535191, -3.104998, 2.411820)  -0.051
C (2.307682, -4.310546, 2.953110)  -0.407
C (2.491489, -4.265304, 4.478175)  -0.614
P (-1.144927, -1.340958, 4.271232)  1.035
O (-0.707894, -2.318133, 5.323335)  -1.147
C (0.589311, 2.206690, -3.608469)  -0.086
S (1.662251, 3.337678, -4.060937)  0.012
S (-0.094790, 1.197984, -4.917229)  0.237
C (-0.162926, -0.522379, -4.310483)  -0.537
C (-1.556727, -1.020954, -3.863127)  -0.426
C (-1.636939, -1.392830, -2.372335)  -0.617
H (-4.173085, 1.636412, -1.502136)  0.207
H (-5.249088, 2.049803, -2.864446)  0.207
H (-3.937509, 0.928875, -3.091039)  0.198
H (-3.863315, 3.934028, -2.908641)  0.198
H (-2.976044, 2.860558, -4.011087)  0.200
H (-1.410123, 3.913969, -2.434308)  0.219
H (-2.374698, 3.351892, -1.080310)  0.202
H (-1.351128, 1.338840, -1.102528)  0.218
H (-1.636713, 1.114272, -2.806308)  0.190
H (1.660594, 0.556451, -2.150206)  0.182
H (0.537732, 0.625710, -0.790624)  0.223
H (2.087351, 3.088585, -0.957752)  0.219
H (3.155379, 1.707568, -0.864864)  0.195
H (2.387410, 2.662909, 1.393290)  0.199
H (0.776776, 2.125122, 1.012381)  0.200
H (3.126414, 0.571935, 1.948582)  0.215
H (2.380544, -0.173458, 0.560555)  0.198
H (-0.065801, -1.157113, 1.353731)  -0.276
H (-0.424306, 1.051923, 2.496875)  -0.279
H (0.647841, 0.922454, 5.150811)  0.206
H (2.152363, 0.016747, 5.076274)  0.228
H (2.007564, 1.591454, 4.253989)  0.203
H (0.458638, -3.326671, 2.428783)  0.147
H (1.807013, -2.957283, 1.354802)  0.142
H (3.281551, -4.388043, 2.467663)  0.179
H (1.752466, -5.213904, 2.688615)  0.182
H (1.717320, -3.657460, 4.938976)  0.251
H (3.461010, -3.842757, 4.729930)  0.195
H (2.445737, -5.273836, 4.891498)  0.182
H (-1.836118, -0.238609, 4.858190)  -0.120
H (-2.164199, -1.890380, 3.433376)  -0.122
H (0.142869, -1.082769, -5.192161)  0.229
H (0.588978, -0.689052, -3.547140)  0.229
H (-2.270100, -0.228507, -4.078503)  0.206
H (-1.840521, -1.876531, -4.472038)  0.207
H (-0.794278, -0.997548, -1.808050)  0.216
H (-2.531794, -0.988938, -1.902926)  0.214
H (-1.642548, -2.472459, -2.245317)  0.213

Forces on the atoms, in the same order (eV/Å):
C 0.18 -0.04 -0.46
C 0.09 -0.09 0.37
C 0.04 -0.23 -0.13
C -0.26 0.35 0.43
N -0.44 -1.18 -0.36
C 0.68 0.56 -0.04
C -0.23 0.20 0.13
C 0.38 -0.15 0.35
C 0.01 0.24 0.02
Sb 0.49 0.52 -0.27
C -0.10 -0.12 0.31
O -0.27 0.21 -0.29
C 0.46 0.13 0.02
C -0.14 -0.08 0.26
C -0.06 -0.19 -0.25
P 0.39 -0.39 0.22
O -0.09 -0.19 0.20
C 0.02 0.29 0.25
S 0.21 0.12 -0.15
S 0.19 0.12 0.02
C -0.61 -0.13 -0.11
C 0.26 0.24 0.32
C 0.01 -0.06 -0.13
H -0.13 0.10 0.12
H -0.13 -0.03 0.13
H 0.03 -0.11 0.09
H 0.03 0.12 -0.15
H -0.13 0.11 -0.14
H -0.05 0.12 -0.06
H 0.05 0.08 0.08
H 0.12 -0.07 0.03
H 0.12 0.07 -0.07
H -0.06 -0.13 -0.03
H -0.15 -0.11 -0.08
H -0.07 0.00 -0.17
H 0.06 -0.07 0.03
H -0.01 0.10 -0.02
H -0.09 0.08 -0.15
H 0.03 -0.05 0.06
H -0.18 -0.22 0.06
H -0.05 -0.17 0.05
H -0.12 -0.01 -0.04
H -0.06 0.02 0.00
H 0.08 -0.11 -0.11
H 0.05 0.00 -0.19
H -0.10 0.03 0.13
H -0.14 -0.12 -0.12
H 0.07 0.05 -0.06
H 0.00 -0.05 -0.13
H -0.07 0.02 0.08
H 0.00 0.14 0.11
H 0.05 -0.04 0.09
H -0.22 0.05 -0.20
H -0.18 0.24 -0.01
H 0.18 0.02 -0.04
H 0.09 0.08 0.07
H -0.15 -0.06 -0.16
H -0.04 -0.05 -0.07
H 0.05 -0.04 0.01
H -0.12 -0.08 0.00
H 0.03 -0.07 0.12



- What is the formula in the fourth record?
  C16H38NO2PS2Sb